one:
{
  "formula": "C2H6P2",
  "method": "wB97M-V/def2-TZVPD",
  "species": ["H", "P", "C", "C", "P", "H", "H", "H", "H", "H"],
  "coordinates": [[0.72, -2.01, 1.66], [-0.31, -2.11, 0.49], [-0.22, -0.48, 0.09], [-0.99, 0.30, -0.92], [1.42, 0.36, 1.03], [-1.44, 1.17, -0.57], [-1.85, -0.24, -1.35], [-0.34, 0.54, -1.74], [0.95, 1.62, 1.27], [2.06, 0.84, 0.02]],
  "total_charge": 0,
  "smiles": "[H]/P=C(/C)P",
  "lumo_ev": 0.24
}

=====

two:
{
  "formula": "C2H6P2",
  "method": "wB97M-V/def2-TZVPD",
  "species": ["C", "C", "P", "P", "H", "H", "H", "H", "H", "H"],
  "coordinates": [[0.81, -0.58, -0.43], [-0.35, -0.18, 0.44], [1.86, 0.88, 0.04], [-1.60, 1.06, -0.11], [1.23, -1.68, -0.14], [0.49, -0.61, -1.57], [-0.21, -0.15, 1.58], [2.57, 0.35, 1.06], [-2.72, 0.38, 0.45], [-2.08, 0.53, -1.33]],
  "total_charge": 0,
  "lumo_ev": [-0.31, -0.61]
}

=====

Referenced to the most stable arrangement, the calculated values in kcal/mol are one 0.0; two 24.4.